Record 1
An isolated molecule of C4H4O3, computed with ωB97M-V with the def2-TZVPD basis set.

Results
E_LUMO (eV): 0.477
HOMO (hartree): -0.29654

Each line ends with the Löwdin charge.
Atoms and positions in Å:
C: -0.651 -1.181 0.278  -0.121
C: 0.888 0.628 -0.033  -0.575
C: -1.414 0.024 0.487  -0.096
C: 0.307 -0.476 -0.647  -0.067
O: 0.413 1.055 1.062  0.002
O: 1.813 1.352 -0.707  0.096
O: -2.285 0.773 0.422  0.266
H: 2.009 2.129 -0.163  0.119
H: -0.252 -1.608 1.202  0.133
H: -1.288 -1.905 -0.236  0.142
H: 0.462 -0.791 -1.664  0.101

=====

Record 2
An isolated molecule of C4H4O3S, computed with ωB97M-V with the def2-TZVPD basis set.

Results
E_LUMO (eV): 0.362
HOMO (hartree): -0.35066
SMILES string: COC1C(=O)SC1=O

Each line ends with the Löwdin charge.
Atoms and positions in Å:
C: -2.715 -1.210 0.075  -0.605
C: -2.982 1.005 0.068  -0.618
C: -1.729 0.085 0.168  -0.310
C: 0.575 0.341 -0.563  -0.018
O: -2.497 -2.345 0.216  0.101
O: -3.114 2.199 0.219  0.063
O: -0.894 0.386 -0.840  -0.105
S: -4.180 -0.246 -0.199  1.088
H: -1.229 0.089 1.056  0.124
H: 0.954 0.935 -1.390  0.084
H: 1.001 -0.764 -0.541  0.135
H: 0.971 0.878 0.246  0.060

=====

Record 3
A structure of composition C4H4O4, computed with ωB97M-V with the def2-TZVPD basis set.

Results
E_LUMO (eV): -0.021
HOMO (hartree): -0.34234

Each line ends with the Löwdin charge.
Atoms and positions in Å:
C: 1.338 -0.297 -0.639  -0.132
C: 0.016 -0.362 0.077  -0.269
C: -0.476 -0.187 1.311  -0.016
C: -2.282 0.002 0.008  -0.413
H: 2.697 1.424 -0.947  0.255
H: 2.193 -0.525 0.138  0.140
H: 1.505 -0.871 -1.644  0.146
H: -0.087 -0.409 2.281  0.127
O: 1.430 1.228 -0.933  -0.216
O: -1.830 0.186 1.334  0.092
O: -3.433 0.017 -0.298  0.179
O: -1.071 -0.206 -0.689  0.106

=====

Record 4
A cluster of 2 separate species, C4H4O4 in total, computed with ωB97M-V with the def2-TZVPD basis set.

Results
E_LUMO (eV): -0.425
HOMO (hartree): -0.30885
SMILES string: O=C=CO.O=C=CO

Each line ends with the Löwdin charge.
Atoms and positions in Å:
C: -1.093 1.854 -0.041  -0.191
C: 0.030 -1.907 1.050  -0.143
C: -0.008 1.249 0.270  -0.203
C: -0.254 -1.500 -0.194  -0.199
O: -2.187 2.169 -0.317  0.164
O: 0.349 -2.116 2.173  0.149
O: 1.298 1.110 -0.270  0.000
O: 0.782 -1.733 -1.140  -0.042
H: 0.059 0.869 1.329  0.159
H: -1.159 -0.863 -0.287  0.122
H: 1.311 1.715 -1.000  0.089
H: 0.873 -0.847 -1.572  0.095

=====

Record 5
A structure of composition C4H4O4Pb, computed with ωB97M-V with the def2-TZVPD basis set.

Results
Total charge: +2
E_LUMO (eV): -11.270
HOMO (hartree): -0.68582

Each line ends with the Löwdin charge.
Atoms and positions in Å:
O: -0.723 -1.858 -3.942  0.032
C: -0.958 -1.191 -3.034  -0.010
Pb: -1.153 1.375 1.254  1.687
C: -3.624 0.331 0.688  -0.007
C: -0.782 2.999 -0.829  -0.026
O: -4.452 -0.149 1.389  0.123
O: -0.247 4.018 -1.038  0.152
C: 2.271 -0.866 0.690  -0.063
O: 0.951 -0.621 1.319  -0.282
H: 2.478 0.027 0.116  0.077
H: 2.170 -1.666 -0.045  0.094
H: 3.105 -1.107 1.405  0.125
H: 0.964 -1.292 2.026  0.098

=====

Record 6
A structure of composition C4H4O4Ti, computed with ωB97M-V with the def2-TZVPD basis set.

Results
⟨S²⟩: 2.013
Total charge: +2
2S+1: 3
E_LUMO (alpha / beta) (eV): -11.761 / -11.542
HOMO (alpha / beta) (hartree): -0.71485 / -0.76603

Each line ends with the Löwdin spin population.
Atoms and positions in Å:
O: -0.245 3.940 -1.640  0.000
C: -0.221 2.843 -1.429  0.000
Ti: -0.254 -0.576 -0.798  1.496
C: 1.321 -0.802 -1.760  0.085
C: -1.783 -0.766 -1.850  0.088
O: 2.269 -0.926 -2.473  0.155
O: -2.696 -0.871 -2.612  0.159
C: 0.647 -0.317 2.245  0.000
O: -0.383 -0.781 1.302  0.014
H: 1.635 -0.331 1.616  0.000
H: 0.644 -1.061 3.087  0.000
H: 0.350 0.748 2.532  0.000
H: -1.283 -1.100 1.778  0.002

=====

Record 7
A structure of composition C4H4O5Yb, computed with ωB97M-V with the def2-TZVPD basis set.

Results
⟨S²⟩: 0.756
Total charge: +1
2S+1: 2
E_LUMO (alpha / beta) (eV): -5.804 / -6.713
HOMO (alpha / beta) (hartree): -0.48462 / -0.45519

Each line ends with the Löwdin spin population.
Atoms and positions in Å:
O: -2.881 -1.804 -0.255  0.177
C: -1.768 -1.733 0.285  -0.008
O: -1.036 -2.693 0.659  0.082
O: -1.063 -0.566 0.106  0.346
C: -0.010 -0.468 -0.902  0.254
H: -0.283 -1.079 -1.776  0.029
C: 0.018 0.984 -1.354  0.038
H: -0.996 1.352 -1.590  0.009
H: 0.462 1.644 -0.592  0.004
H: 0.662 1.073 -2.243  -0.001
C: 1.682 1.579 2.435  0.000
O: 2.391 0.730 2.061  0.003
O: 0.971 2.385 2.847  0.000
Yb: 1.851 -1.405 0.321  0.066

=====

Record 8
A structure of composition C4H4ORb, computed with ωB97M-V with the def2-TZVPD basis set.

Results
Total charge: +1
E_LUMO (alpha / beta) (eV): -4.097 / -4.134
HOMO (alpha / beta) (hartree): -0.42834 / -0.39900

Each line ends with the Löwdin charge.
Atoms and positions in Å:
H: 0.173 1.119 -0.362  0.254
C: 0.661 0.251 -1.929  0.090
C: 0.424 -0.878 -1.407  -0.054
H: 1.178 0.607 -2.813  0.058
C: -0.114 -1.324 -0.190  -0.108
C: -0.040 -0.527 0.958  -0.290
O: -0.227 0.775 0.937  -0.155
Rb: -1.841 2.673 3.486  0.956
H: -1.036 -1.911 -0.274  0.121
H: 0.822 -0.787 1.593  0.128

=====

Record 9
A structure of composition C4H4ORb, computed with ωB97M-V with the def2-TZVPD basis set.

Results
Total charge: +1
E_LUMO (alpha / beta) (eV): -4.317 / -4.169
HOMO (alpha / beta) (hartree): -0.39726 / -0.42593

Each line ends with the Löwdin charge.
Atoms and positions in Å:
H: -0.745 0.315 3.164  0.226
C: 0.267 1.441 3.733  0.041
C: 1.059 1.407 2.729  -0.081
H: 0.395 1.853 4.729  0.054
C: 1.041 0.764 1.495  -0.108
C: 0.289 -0.420 1.316  -0.220
O: -0.881 -0.607 1.845  -0.121
Rb: -3.589 -2.397 0.318  0.957
H: 1.072 1.420 0.618  0.120
H: 0.925 -1.318 1.405  0.132

=====

Record 10
An isolated molecule of C4H4OS, computed with ωB97M-V with the def2-TZVPD basis set.

Results
E_LUMO (eV): -1.472
HOMO (hartree): -0.33775
SMILES string: C=CC(=S)C=O

Each line ends with the Löwdin charge.
Atoms and positions in Å:
C: 1.426 -0.556 0.152  0.032
C: 0.167 -0.966 -0.075  -0.253
C: -0.796 1.438 -0.038  -0.224
C: -1.037 -0.190 -0.042  -0.755
O: 0.242 2.038 -0.022  0.058
S: -2.537 -0.777 -0.066  0.775
H: 2.303 -1.224 0.058  0.064
H: 1.826 0.544 0.502  0.125
H: 0.202 -2.069 -0.245  0.110
H: -1.797 1.763 -0.223  0.068

=====

Record 11
A cluster of 2 separate species, C4H4OSe in total, computed with ωB97M-V with the def2-TZVPD basis set.

Results
E_LUMO (alpha / beta) (eV): -1.476 / -1.523
HOMO (alpha / beta) (hartree): -0.32619 / -0.32589

Each line ends with the Löwdin charge.
Atoms and positions in Å:
C: -0.584 -1.125 0.097  -0.083
C: -0.177 -0.398 -1.025  -0.083
C: -0.205 -0.418 1.192  -0.125
C: 0.611 0.544 -0.456  -0.249
O: 0.544 0.634 0.830  0.019
Se: 1.683 2.768 -1.651  0.433
H: -1.131 -2.047 -0.045  0.114
H: -0.318 -0.742 -2.002  0.094
H: -0.374 -0.678 2.206  0.116
H: 2.260 2.169 -2.951  -0.235

=====

Record 12
A structure of composition C4H4OTb, computed with ωB97M-V with the def2-TZVPD basis set.

Results
⟨S²⟩: 15.778
Total charge: +2
2S+1: 8
E_LUMO (alpha / beta) (eV): -11.352 / -11.285
HOMO (alpha / beta) (hartree): -0.65475 / -0.64284

Each line ends with the Löwdin spin population.
Atoms and positions in Å:
O: 1.871 -0.086 0.617  0.057
C: 0.986 -0.897 0.169  0.012
C: -0.229 -0.334 -0.391  0.021
C: -1.340 0.560 0.103  0.005
C: -0.273 1.115 -0.736  0.057
H: -0.468 -1.557 -0.287  0.001
H: 1.311 -1.908 -0.139  0.000
H: -1.398 0.792 1.176  0.000
H: -2.323 0.341 -0.336  -0.001
Tb: 1.863 1.974 -0.176  6.850

=====

Record 13
A cluster of 2 separate species, C4H4S in total, computed with ωB97M-V with the def2-TZVPD basis set.

Results
E_LUMO (alpha / beta) (eV): -1.487 / -1.489
HOMO (alpha / beta) (hartree): -0.32260 / -0.32256

Each line ends with the Löwdin charge.
Atoms and positions in Å:
C: -0.161 2.146 -0.419  0.038
C: -0.119 0.952 0.273  -0.235
C: -0.529 2.154 0.952  -0.043
C: -0.013 -0.488 0.562  -0.044
S: -2.675 2.372 2.879  -0.034
H: 0.125 2.406 -1.354  0.059
H: -0.706 -1.065 -0.072  0.099
H: -0.103 -0.783 1.573  0.063
H: 1.025 -0.828 0.334  0.098

=====

Record 14
A cluster of 2 separate species, C4H4S in total, computed with ωB97M-V with the def2-TZVPD basis set.

Results
E_LUMO (eV): 0.368
HOMO (hartree): -0.35593
SMILES string: C#CS.C#C

Each line ends with the Löwdin charge.
Atoms and positions in Å:
C: 0.684 2.038 0.569  -0.009
C: 1.394 2.999 0.639  -0.001
C: -1.988 -2.105 0.231  -0.023
C: -1.023 -1.768 -0.407  -0.485
S: 0.778 -1.394 -0.986  0.615
H: 0.434 1.103 0.136  -0.047
H: 1.872 3.816 1.113  0.011
H: -2.898 -2.412 0.801  0.049
H: 0.747 -2.276 -2.097  -0.111

=====

Record 15
A cluster of 2 separate species, C4H4S in total, computed with ωB97M-V with the def2-TZVPD basis set.

Results
E_LUMO (alpha / beta) (eV): -1.740 / -1.740
HOMO (alpha / beta) (hartree): -0.32217 / -0.32241

Each line ends with the Löwdin charge.
Atoms and positions in Å:
C: -0.281 1.286 -0.205  -0.068
C: -0.934 0.225 0.545  -0.028
C: 0.522 0.238 -0.615  -0.120
C: -0.451 -0.892 -0.366  -0.184
S: 3.395 -0.206 0.084  -0.037
H: -0.070 2.300 0.233  0.123
H: -0.838 0.146 1.537  0.062
H: -0.280 -1.902 0.103  0.113
H: -1.062 -1.196 -1.315  0.139

=====

Energy relative to the best compared isomer or geometry (same formula, charge and spin) for every record listed, in sequence, given in kJ/mol: 198.20; 209.35; 380.62; 492.78; 68.01; 169.80; 113.73; 431.72; 421.89; 215.67; 281.17; 383.32; 651.60; 500.86; 735.49.